Entry from the Open Molecules 2025 dataset: a molecular structure, C49H35AlBrF4N5O5P (ωB97M-V/def2-TZVPD).

The total energy comes out at -165864.9592 eV. Its HOMO energy is -10.9 eV. The value obtained for the energy relative to the best compared isomer or geometry (same formula, charge and spin) is 12.1 kcal/mol. The HOMO-LUMO gap comes out at 7.94 eV.

ORCA input file:
```
! RIJCOSX wB97M-V def2-TZVPD def2/J DEFGRID3
* xyz 1 1
H -2.530 1.726 -4.477
O 0.953 -1.979 0.555
C 2.678 -1.398 -2.272
O -5.029 3.871 3.058
C 0.666 -5.021 2.497
C -3.188 2.839 -2.093
H 6.571 0.926 2.694
C 2.442 -0.023 -2.167
C 3.838 -1.871 -2.862
N 0.922 0.390 3.658
H -4.105 1.000 -4.798
C 5.549 0.650 2.464
C 3.900 -0.158 0.904
C 4.569 0.753 3.437
H -6.602 1.629 -0.821
H -1.388 -1.957 1.007
H 3.265 1.931 -2.546
H -3.836 -1.626 0.954
H -3.636 -1.560 -4.029
H -1.854 0.902 -1.020
C 1.326 0.592 6.381
C -1.490 1.209 1.844
C -0.352 -0.961 -3.414
H -2.226 3.194 -2.443
H 4.839 1.119 4.421
C -0.467 -0.140 -2.294
N -3.259 2.765 2.152
H 3.675 -0.535 -0.085
C -4.575 3.247 2.128
C -4.018 2.144 -2.970
C 4.567 0.386 -3.235
C 0.673 2.720 -3.098
C 1.161 -4.202 1.488
C 4.787 -0.978 -3.350
C -2.754 -1.155 -3.549
H 5.979 0.093 0.436
H 4.007 -2.938 -2.944
H 5.692 -1.345 -3.815
H -0.834 0.511 6.516
H -4.784 0.605 1.491
H -2.913 3.696 -0.150
C 1.954 -6.114 0.276
O 1.125 -9.063 2.056
C 0.034 0.509 5.872
C 0.865 2.317 -1.779
H -3.859 -0.042 -2.077
H 0.620 -1.198 -3.828
H -0.783 1.981 2.126
N -0.987 -0.003 1.571
N -5.275 2.931 0.998
H 0.414 -7.067 3.148
C 0.801 5.034 -2.528
H -5.929 1.192 -3.145
H 5.301 1.089 -3.611
C 1.054 3.345 -0.846
C -3.564 3.111 -0.786
H 2.218 -4.085 -0.375
H -3.866 2.728 -5.038
O 2.063 -8.813 0.132
C -1.822 -0.998 1.244
Al 0.963 -0.409 1.737
Br 1.489 3.036 0.967
O 0.752 -2.158 2.692
C 2.887 -0.037 1.852
C 1.428 -6.908 1.277
C 2.176 0.478 4.144
H -2.674 3.296 2.778
C -3.606 1.882 -4.397
H -6.253 3.163 1.080
C -1.741 0.198 -1.842
H 1.491 0.653 7.449
C 0.640 4.049 -3.478
H -1.380 -2.092 -4.912
C 1.810 -4.742 0.385
C -3.188 -0.799 1.207
H 1.937 -2.093 -1.891
F 0.542 1.834 -4.084
H 0.180 -4.576 3.356
C 3.404 0.862 -2.643
C -4.793 2.661 -0.316
H 2.454 -6.573 -0.564
C -0.117 0.401 4.513
C -2.844 1.487 1.814
C 0.793 -6.396 2.390
N 1.550 -8.387 1.145
C 0.958 -2.741 1.586
F 0.764 6.309 -2.879
C 3.255 0.409 3.128
P 0.927 0.528 -1.301
F 0.457 4.383 -4.749
C 5.215 0.184 1.199
C -5.252 1.726 -2.487
H -1.104 0.313 4.081
C 2.397 0.577 5.514
F 1.188 5.649 -0.320
C -3.712 0.444 1.492
C -1.488 -1.462 -4.036
C -2.878 -0.312 -2.455
C -5.635 1.970 -1.176
C 1.014 4.677 -1.212
H 3.409 0.614 5.892
*
```

***

Entry from the Open Molecules 2025 dataset: a molecular structure, C49H35BrErF7P2Sb at a distorted geometry (ωB97M-V/def2-TZVPD).

The total energy comes out at -193156.1196 eV. Its HOMO energy (spin up / spin down) is -15.8 / -15.8 eV. The HOMO-LUMO gap (spin up / spin down) comes out at 6.13 / 6.29 eV.

ORCA input file:
```
! RIJCOSX wB97M-V def2-TZVPD def2/J DEFGRID3
* xyz 3 4
H 1.878 -3.890 3.000
F -2.909 -6.563 2.551
C 2.350 -0.762 4.275
H -4.267 6.015 0.121
C -1.964 3.481 -0.003
H 4.749 -0.237 0.094
H -4.504 2.568 -5.191
C 1.798 5.210 -3.641
H 2.698 -2.846 -3.282
C 2.427 -4.506 0.196
H 0.362 -1.358 -2.726
F -0.474 -3.349 4.900
C -2.933 0.916 3.373
C -2.578 1.471 -2.601
C 2.561 0.914 -4.977
C 1.695 5.242 -2.263
C -1.969 -4.776 1.368
C 3.028 0.546 -3.718
H -0.851 2.794 1.725
H 0.735 4.389 -0.561
H -0.497 -0.584 -4.909
H 3.914 -4.319 4.259
C 4.048 -2.309 5.044
C -2.954 1.085 4.746
H 0.968 0.727 -6.375
H -3.204 4.438 -1.515
C -1.244 -3.618 1.395
C 3.503 -1.031 4.997
C 0.876 4.298 -1.629
C -1.725 -4.996 3.766
H 4.003 0.862 -3.377
C 0.369 3.288 -3.788
C 1.316 0.502 -5.379
C -0.956 -3.845 3.752
C -1.935 0.536 5.530
H -5.122 -0.836 -2.677
H 2.103 -6.306 -0.883
H -3.722 1.339 2.763
C -2.906 4.406 -0.469
H -1.963 0.662 6.616
C -0.919 -0.406 3.568
H -3.760 1.624 5.206
P 2.799 -0.735 -1.237
H 5.210 -0.285 -1.610
C -3.170 5.205 1.756
H 2.180 6.046 -1.724
F -6.058 0.616 -4.503
F -1.974 -5.618 4.904
H -3.042 -0.271 -1.392
H 3.979 -0.197 5.525
Sb -1.048 2.034 -1.292
H 2.410 -5.282 -3.107
F -2.434 -5.264 0.243
C 3.456 -3.339 4.310
C 1.160 4.253 -4.418
C 2.446 -4.667 -2.227
H 1.296 4.304 -5.484
C 2.236 -0.232 -2.884
C 2.310 -3.077 3.563
H -1.994 0.010 1.691
H 2.357 -5.003 1.153
Er 0.473 -0.422 0.168
H 2.809 -2.546 1.009
C 2.712 -2.516 -1.162
H -0.151 2.548 -4.394
C -2.235 4.300 2.245
C -3.334 0.350 -2.226
H -2.425 3.119 -4.021
C 4.418 -0.003 -0.914
F -3.768 5.996 2.642
C 2.658 -3.122 0.102
C 0.979 -0.667 -3.307
C -0.720 -3.132 2.577
H -0.116 -0.621 5.578
C -2.205 -5.467 2.561
H 4.956 -2.510 5.606
C -4.142 1.935 -4.378
Br -1.053 -2.768 -0.292
C 1.712 -1.810 3.587
C -3.522 5.302 0.411
C -0.916 -0.204 4.954
C -1.929 0.159 2.788
P 0.163 -1.534 2.689
C -1.629 3.438 1.351
C 0.215 3.335 -2.384
C -4.499 0.021 -2.920
C 0.492 -0.286 -4.571
C 2.295 -5.266 -0.970
C 2.644 -3.313 -2.320
H 4.267 1.068 -0.971
C -4.893 0.877 -3.945
H 1.910 0.229 4.290
H -1.993 4.337 3.309
C -2.973 2.250 -3.693
F 2.493 6.156 -4.271
H 3.164 1.497 -5.674
*
```